[1]
This record from the OMol25 dataset describes the molecule C3H4N2O2. The level of theory is ωB97M-V/def2-TZVPD.

Values from the calculation:
E_tot = -376.5543 a.u.
Kohn-Sham gap = 9.93 eV
energy relative to the best compared isomer or geometry (same formula, charge and spin) = 131.43 kcal/mol
maximum force = 4.5 eV/A
LUMO = 0.61 eV

XYZ file:
```
11
C3H4N2O2 | the OMol25 dataset | ωB97M-V/def2-TZVPD
C 0.369 -0.323 -2.098
C 0.097 0.126 0.118
C -0.252 0.313 1.550
N 0.114 -0.729 -0.766
N 0.594 0.935 -2.185
O 0.675 1.581 -1.159
O -0.369 -0.937 2.208
H 0.207 -1.016 -2.807
H 0.656 0.920 1.982
H -1.253 0.822 1.408
H -0.837 -1.692 1.750
```

[2]
This record from the OMol25 dataset describes the molecule C3H4N2O2. The level of theory is ωB97M-V/def2-TZVPD.

Values from the calculation:
E_tot = -376.5996 a.u.
Kohn-Sham gap (alpha / beta) = 8.05 / 8.04 eV
energy relative to the best compared isomer or geometry (same formula, charge and spin) = 103.05 kcal/mol
maximum force = 0.8 eV/A
LUMO (alpha / beta) = -1.14 / -1.14 eV

XYZ file:
```
11
C3H4N2O2 | the OMol25 dataset | ωB97M-V/def2-TZVPD
C 1.411 0.131 0.918
N 0.400 0.060 0.097
N -0.177 1.175 -0.369
C -1.528 1.102 -0.604
O -2.306 0.235 -0.265
C 0.148 -1.367 -0.301
O -0.637 -1.764 -1.086
H 2.153 -0.654 0.914
H 1.550 1.025 1.500
H 0.834 -1.962 0.330
H -1.847 2.019 -1.136
```

[3]
This record from the OMol25 dataset describes the molecule C3H4N2O2. The level of theory is ωB97M-V/def2-TZVPD.

Values from the calculation:
E_tot = -376.6902 a.u.
Kohn-Sham gap = 10.43 eV
energy relative to the best compared isomer or geometry (same formula, charge and spin) = 46.16 kcal/mol
maximum force = 1.0 eV/A
structure (SMILES) = Cn1ncoc1=O
LUMO = 0.88 eV

XYZ file:
```
11
C3H4N2O2 | the OMol25 dataset | ωB97M-V/def2-TZVPD
C 0.306 -1.267 0.884
N -0.320 -0.148 0.218
N -0.009 1.080 0.758
C 0.007 1.847 -0.257
O -0.406 1.286 -1.417
C -0.592 -0.064 -1.125
O -0.933 -0.902 -1.912
H 1.297 -0.967 1.250
H -0.319 -1.558 1.724
H 0.416 -2.077 0.164
H 0.554 2.769 -0.288
```

[4]
This record from the OMol25 dataset describes a 2-piece molecular cluster, C3H4N2O2S overall. The level of theory is ωB97M-V/def2-TZVPD.

Values from the calculation:
E_tot = -774.7577 a.u.
Kohn-Sham gap = 7.30 eV
energy relative to the best compared isomer or geometry (same formula, charge and spin) = 106.11 kcal/mol
maximum force = 4.6 eV/A
LUMO = -0.50 eV

XYZ file:
```
12
C3H4N2O2S | the OMol25 dataset | ωB97M-V/def2-TZVPD
C -0.614 -0.428 -0.218
C 1.046 1.210 -0.094
C 1.640 -0.054 -0.097
H -3.851 -1.133 1.206
H -1.211 1.538 0.254
H 1.461 2.172 -0.339
H 3.038 -1.539 -0.185
N -1.706 -1.075 -0.185
N -0.322 0.944 -0.091
O 2.942 -0.550 0.086
O 0.688 -1.055 -0.222
S -3.112 -0.028 -0.115
```

[5]
This record from the OMol25 dataset describes the molecule C3H4N2O2S. The level of theory is ωB97M-V/def2-TZVPD.

Values from the calculation:
E_tot = -774.8068 a.u.
Kohn-Sham gap = 8.58 eV
energy relative to the best compared isomer or geometry (same formula, charge and spin) = 75.30 kcal/mol
maximum force = 2.5 eV/A
structure (SMILES) = O=CC(=S)N/C=N\O
LUMO = -0.68 eV

XYZ file:
```
12
C3H4N2O2S | the OMol25 dataset | ωB97M-V/def2-TZVPD
O 0.061 1.912 -0.861
C 0.757 1.396 -0.028
C 1.347 0.015 -0.086
S 2.883 -0.257 0.318
N 0.432 -0.956 -0.533
C -0.946 -0.909 -0.680
N -1.796 -0.404 0.144
O -1.182 0.166 1.277
H 0.904 1.891 1.005
H 0.869 -1.871 -0.728
H -1.331 -1.402 -1.603
H -1.998 0.419 1.775
```

[6]
This record from the OMol25 dataset describes the molecule C3H4N2O2S. The level of theory is ωB97M-V/def2-TZVPD.

Values from the calculation:
E_tot = -774.6660 a.u.
Kohn-Sham gap (alpha / beta) = 6.25 / 7.92 eV
energy relative to the best compared isomer or geometry (same formula, charge and spin) = 163.66 kcal/mol
maximum force = 3.1 eV/A
LUMO (alpha / beta) = -2.21 / -1.09 eV

XYZ file:
```
12
C3H4N2O2S | the OMol25 dataset | ωB97M-V/def2-TZVPD
C -0.050 1.114 -0.734
C -0.507 -0.389 -0.749
C -0.115 -0.830 0.592
N -0.844 1.917 -0.220
N 1.211 -1.108 0.833
O 1.581 -1.456 1.958
O 1.983 -1.061 -0.143
S -1.979 2.812 0.282
H 0.946 1.439 -1.032
H -1.579 -0.622 -0.882
H 0.052 -1.011 -1.513
H -0.699 -0.804 1.609
```

[7]
This record from the OMol25 dataset describes the molecule C3H4N2O2S. The level of theory is ωB97M-V/def2-TZVPD.

Values from the calculation:
E_tot = -774.7827 a.u.
Kohn-Sham gap = 9.83 eV
energy relative to the best compared isomer or geometry (same formula, charge and spin) = 90.41 kcal/mol
maximum force = 2.0 eV/A
structure (SMILES) = O=C[C@@H]1ON=CNS1
LUMO = 0.26 eV

XYZ file:
```
12
C3H4N2O2S | the OMol25 dataset | ωB97M-V/def2-TZVPD
O 1.519 1.184 0.554
C 0.356 1.484 0.388
C -0.697 0.820 -0.488
O -1.526 0.051 0.445
N -0.951 -1.092 0.994
C 0.018 -1.650 0.388
N 0.759 -1.308 -0.773
S -0.055 -0.149 -1.800
H -0.079 2.458 0.806
H -1.352 1.563 -0.961
H 0.390 -2.545 0.918
H 1.618 -0.816 -0.471
```

[8]
This record from the OMol25 dataset describes the molecule C3H4N2O2S. The level of theory is ωB97M-V/def2-TZVPD.

Values from the calculation:
E_tot = -774.7220 a.u.
Kohn-Sham gap = 9.50 eV
energy relative to the best compared isomer or geometry (same formula, charge and spin) = 128.49 kcal/mol
maximum force = 3.8 eV/A
structure (SMILES) = C1=N\OCS/N=C\O/1
LUMO = 0.18 eV

XYZ file:
```
12
C3H4N2O2S | the OMol25 dataset | ωB97M-V/def2-TZVPD
C 0.506 -1.671 0.556
N 1.635 -1.111 0.460
O 1.552 -0.189 -0.776
C 1.039 1.044 -0.134
S -0.643 1.586 -0.475
N -1.555 0.615 0.574
C -1.460 -0.619 0.475
O -0.598 -1.537 -0.246
H 0.527 -2.200 1.516
H 1.318 1.007 0.881
H 1.537 1.934 -0.485
H -1.786 -1.363 1.228
```

[9]
This record from the OMol25 dataset describes the molecule C3H4N2O3. The level of theory is ωB97M-V/def2-TZVPD.

Values from the calculation:
E_tot = -451.8398 a.u.
Kohn-Sham gap = 9.20 eV
energy relative to the best compared isomer or geometry (same formula, charge and spin) = 87.81 kcal/mol
maximum force = 3.6 eV/A
structure (SMILES) = [H]/N=C1/NO[C@H](C=O)O1
LUMO = -0.23 eV

XYZ file:
```
12
C3H4N2O3 | the OMol25 dataset | ωB97M-V/def2-TZVPD
H 2.748 1.112 -0.168
N 2.116 1.056 -0.955
C 1.061 0.350 -0.808
N -0.108 0.386 -1.570
O -1.142 0.242 -0.670
C -0.577 -0.764 0.203
C -1.221 -0.635 1.614
O -1.232 0.473 2.155
O 0.757 -0.303 0.321
H -0.291 1.300 -2.012
H -0.672 -1.712 -0.345
H -1.438 -1.506 2.235
```

[10]
This record from the OMol25 dataset describes a 2-piece molecular cluster, C3H4N2O3 overall. The level of theory is ωB97M-V/def2-TZVPD.

Values from the calculation:
E_tot = -451.6698 a.u.
Kohn-Sham gap = 6.77 eV
energy relative to the best compared isomer or geometry (same formula, charge and spin) = 194.50 kcal/mol
maximum force = 7.6 eV/A
LUMO = -1.25 eV

XYZ file:
```
12
C3H4N2O3 | the OMol25 dataset | ωB97M-V/def2-TZVPD
C -1.290 -0.415 -0.140
C 0.490 -1.554 -0.226
C -0.336 0.498 0.003
H -2.181 1.051 1.119
H 0.959 -2.471 0.066
H 2.506 0.633 0.825
H 0.399 2.017 -1.053
N -0.926 -1.592 -0.143
N 0.945 -0.305 -0.086
O -2.534 0.099 -0.082
O 2.287 0.200 -0.073
O -0.320 1.838 -0.211
```

[11]
This record from the OMol25 dataset describes a 3-piece molecular cluster, C3H4N2O3 overall. The level of theory is ωB97M-V/def2-TZVPD.

Values from the calculation:
E_tot = -451.7378 a.u.
Kohn-Sham gap = 7.64 eV
energy relative to the best compared isomer or geometry (same formula, charge and spin) = 151.85 kcal/mol
maximum force = 7.7 eV/A
LUMO = -0.41 eV

XYZ file:
```
12
C3H4N2O3 | the OMol25 dataset | ωB97M-V/def2-TZVPD
C 0.358 -0.737 -0.168
C -1.850 -0.206 -0.146
C 0.139 0.593 -0.009
H 1.127 -2.780 -0.326
H 1.816 -1.254 1.318
H 0.645 2.425 0.538
H 0.417 2.264 -0.891
N 1.432 -1.461 -0.002
N 1.053 1.593 -0.203
O -1.104 -1.222 -0.261
O -2.993 -0.141 0.072
O -1.040 0.926 0.078
```

[12]
This record from the OMol25 dataset describes a 2-piece molecular cluster, C3H4N2O3 overall. The level of theory is ωB97M-V/def2-TZVPD.

Values from the calculation:
E_tot = -451.7840 a.u.
Kohn-Sham gap = 10.69 eV
energy relative to the best compared isomer or geometry (same formula, charge and spin) = 122.82 kcal/mol
maximum force = 4.6 eV/A
structure (SMILES) = c1cnoc1.O=NO
LUMO = 0.65 eV

XYZ file:
```
12
C3H4N2O3 | the OMol25 dataset | ωB97M-V/def2-TZVPD
C 1.627 -0.799 0.205
C 0.821 -0.363 -0.906
N 0.404 0.853 -0.784
O 0.937 1.284 0.434
C 1.686 0.332 0.949
H 2.116 -1.730 0.527
H 0.590 -0.960 -1.853
H 1.913 0.399 1.904
O -3.418 -0.477 0.893
N -2.524 0.180 0.477
O -2.464 0.382 -0.884
H -1.689 0.899 -0.962
```

[13]
This record from the OMol25 dataset describes C3H4N2O7 as an isolated structure. The level of theory is ωB97M-V/def2-TZVPD.

Values from the calculation:
E_tot = -752.5831 a.u.
Kohn-Sham gap = 9.00 eV
energy relative to the best compared isomer or geometry (same formula, charge and spin) = 61.05 kcal/mol
maximum force = 3.9 eV/A
LUMO = -2.20 eV

XYZ file:
```
16
C3H4N2O7 | the OMol25 dataset | ωB97M-V/def2-TZVPD
C 0.154 -0.705 -0.640
C -0.498 -0.921 0.799
C 0.265 0.706 -0.097
N 0.301 -1.828 1.674
N 1.138 1.835 -0.375
O 1.462 -1.537 1.790
O -0.267 -2.773 2.143
O 1.744 1.788 -1.411
O 1.176 2.690 0.470
O -0.215 0.447 1.111
O -0.590 -0.937 -1.737
O -1.333 1.569 -1.279
H 1.122 -1.216 -0.726
H -1.560 -1.174 0.846
H -1.196 -0.176 -1.874
H -1.700 2.233 -0.694
```

[14]
This record from the OMol25 dataset describes the molecule C3H4N2OS. The level of theory is ωB97M-V/def2-TZVPD.

Values from the calculation:
E_tot = -699.5234 a.u.
Kohn-Sham gap = 8.61 eV
energy relative to the best compared isomer or geometry (same formula, charge and spin) = 93.36 kcal/mol
maximum force = 10.3 eV/A
LUMO = -0.73 eV

XYZ file:
```
11
C3H4N2OS | the OMol25 dataset | ωB97M-V/def2-TZVPD
C -1.584 0.309 0.019
C -1.230 -0.001 -1.242
C 0.558 0.094 0.388
N -0.591 0.276 0.917
N 1.650 -0.338 1.568
O 1.369 -0.039 -2.306
S 0.446 -0.579 -1.270
H -2.531 0.584 0.408
H -2.046 -0.236 -2.003
H 1.309 0.089 2.304
H 2.651 -0.160 1.218
```

[15]
This record from the OMol25 dataset describes the molecule C3H4N2OS. The level of theory is ωB97M-V/def2-TZVPD.

Values from the calculation:
E_tot = -699.6313 a.u.
Kohn-Sham gap = 10.36 eV
energy relative to the best compared isomer or geometry (same formula, charge and spin) = 25.62 kcal/mol
maximum force = 2.5 eV/A
structure (SMILES) = O=C1NN=CCS1
LUMO = 0.56 eV

XYZ file:
```
11
C3H4N2OS | the OMol25 dataset | ωB97M-V/def2-TZVPD
O 2.294 0.326 0.049
C 1.093 0.233 0.049
N 0.269 1.336 0.204
N -1.026 1.477 -0.235
C -1.763 0.447 -0.155
C -1.369 -0.862 0.390
S 0.289 -1.345 -0.197
H 0.787 2.171 0.107
H -2.851 0.577 -0.502
H -2.030 -1.647 0.142
H -1.340 -0.780 1.521
```

[16]
This record from the OMol25 dataset describes the molecule C3H4N2OS. The level of theory is ωB97M-V/def2-TZVPD.

Values from the calculation:
E_tot = -699.5995 a.u.
Kohn-Sham gap = 7.95 eV
energy relative to the best compared isomer or geometry (same formula, charge and spin) = 45.56 kcal/mol
maximum force = 3.0 eV/A
structure (SMILES) = O=CN/C=N/C=S
LUMO = -0.94 eV

XYZ file:
```
11
C3H4N2OS | the OMol25 dataset | ωB97M-V/def2-TZVPD
O -2.691 0.902 -0.131
C -2.330 -0.250 -0.149
N -0.999 -0.785 -0.031
C 0.193 0.095 0.072
N 1.387 -0.352 0.318
C 2.409 0.560 0.187
S 3.924 -0.027 -0.231
H -3.024 -1.151 -0.345
H -0.777 -1.792 0.160
H -0.199 1.137 -0.312
H 2.108 1.663 0.464
```

[17]
This record from the OMol25 dataset describes the molecule C3H4N2OS. The level of theory is ωB97M-V/def2-TZVPD.

Values from the calculation:
E_tot = -699.5323 a.u.
Kohn-Sham gap = 9.22 eV
energy relative to the best compared isomer or geometry (same formula, charge and spin) = 87.73 kcal/mol
maximum force = 5.0 eV/A
structure (SMILES) = N#CCO/C=N\S
LUMO = 0.33 eV

XYZ file:
```
11
C3H4N2OS | the OMol25 dataset | ωB97M-V/def2-TZVPD
N -3.311 -1.228 -0.294
C -2.293 -0.671 -0.019
C -1.215 0.303 0.220
O 0.205 -0.259 0.313
C 1.171 0.741 -0.123
N 2.425 0.384 -0.181
S 2.962 -1.124 -0.031
H -1.603 0.859 1.156
H -1.170 0.934 -0.750
H 0.967 1.899 -0.656
H 1.862 -1.837 0.365
```

[18]
This record from the OMol25 dataset describes the molecule C3H4N2OS. The level of theory is ωB97M-V/def2-TZVPD.

Values from the calculation:
E_tot = -699.4840 a.u.
Kohn-Sham gap = 9.77 eV
energy relative to the best compared isomer or geometry (same formula, charge and spin) = 118.03 kcal/mol
maximum force = 6.3 eV/A
structure (SMILES) = Cc1nonc1S
LUMO = 0.03 eV

XYZ file:
```
11
C3H4N2OS | the OMol25 dataset | ωB97M-V/def2-TZVPD
C -0.068 1.692 0.080
C -0.634 0.148 0.228
N -1.867 -0.208 -0.311
O -1.824 -1.514 -0.113
N -0.653 -2.073 0.251
C 0.205 -1.088 0.262
S 2.060 -0.790 -0.088
H -1.067 2.227 -0.110
H 0.484 1.893 0.974
H 0.671 1.827 -0.731
H 2.693 -2.114 -0.441
```

[19]
This record from the OMol25 dataset describes the molecule C3H4N2OS. The level of theory is ωB97M-V/def2-TZVPD.

Values from the calculation:
E_tot = -699.6339 a.u.
Kohn-Sham gap = 7.86 eV
energy relative to the best compared isomer or geometry (same formula, charge and spin) = 23.96 kcal/mol
maximum force = 1.7 eV/A
structure (SMILES) = O=CN/C=N/C=S
LUMO = -0.87 eV

XYZ file:
```
11
C3H4N2OS | the OMol25 dataset | ωB97M-V/def2-TZVPD
O 1.192 1.438 -2.834
C 0.225 1.947 -2.290
N -0.353 1.456 -1.132
C 0.124 0.333 -0.499
N -0.462 -0.082 0.586
C 0.117 -1.190 1.161
S -0.446 -1.914 2.500
H -0.253 2.841 -2.660
H -1.154 1.852 -0.712
H 0.980 -0.079 -0.995
H 0.940 -1.656 0.632
```

[20]
This record from the OMol25 dataset describes the molecule C3H4N2OS. The level of theory is ωB97M-V/def2-TZVPD.

Values from the calculation:
E_tot = -699.6354 a.u.
Kohn-Sham gap = 9.03 eV
energy relative to the best compared isomer or geometry (same formula, charge and spin) = 23.07 kcal/mol
maximum force = 0.9 eV/A
structure (SMILES) = Oc1n[nH]cc1S
LUMO = 0.78 eV

XYZ file:
```
11
C3H4N2OS | the OMol25 dataset | ωB97M-V/def2-TZVPD
O 0.877 -2.117 -0.048
C 0.109 -0.992 -0.100
N -1.166 -1.006 -0.452
N -1.503 0.300 -0.435
C -0.486 1.115 -0.050
C 0.615 0.295 0.173
S 2.265 0.608 0.722
H 0.292 -2.849 -0.315
H -2.487 0.566 -0.524
H -0.639 2.170 0.056
H 2.122 1.910 0.973
```